*1*
C4H4 | the ωB97M-V functional and the def2-TZVPD basis

Cartesian coordinates (Å):
1 C 1.702 1.885 -0.589
2 C 2.301 1.220 0.192
3 C -1.133 -1.232 0.174
4 C -0.377 -0.407 0.783
5 H 1.076 2.338 -1.285
6 H -0.935 -1.856 -0.609
7 H -2.045 -1.500 0.711
8 H 3.194 0.640 0.929

As for the spin multiplicity: 1. The calculation puts the gap between HOMO and LUMO at 9.94 eV. The HOMO energy comes out at -10.058 eV. The LUMO energy is -0.12 eV.

---

*2*
C4H4 | the ωB97M-V functional and the def2-TZVPD basis

Cartesian coordinates (Å):
1 C -0.193 0.427 1.587
2 C 0.124 0.970 2.734
3 C -0.154 -0.835 0.644
4 C -0.658 0.432 0.186
5 H 0.735 -1.277 0.295
6 H -0.848 -1.647 0.735
7 H 0.403 1.439 -1.646
8 H -0.035 1.816 -2.357

As for the spin multiplicity: 1. The calculation puts the gap between HOMO and LUMO at 8.29 eV. The HOMO energy comes out at -9.995 eV. The LUMO energy is -1.70 eV.

---

The most stable of them is *1*.

---

*1*
C9H10N2O | the ωB97M-V functional and the def2-TZVPD basis

Cartesian coordinates (Å):
1 C -1.146 -3.158 -1.228
2 C -1.222 -1.759 -0.688
3 O -0.329 -0.907 -1.437
4 C 0.265 0.131 -0.919
5 C 1.224 0.880 -1.544
6 C 1.948 1.960 -0.876
7 C 1.712 2.319 0.471
8 C 0.741 1.656 1.089
9 C 0.114 1.783 2.322
10 N -0.900 0.904 2.328
11 N -1.003 0.122 1.232
12 C -0.034 0.598 0.453
13 H -1.419 -3.320 -2.282
14 H -1.847 -3.752 -0.695
15 H -0.090 -3.513 -1.176
16 H -2.261 -1.354 -0.799
17 H -0.881 -1.848 0.355
18 H 1.424 0.517 -2.587
19 H 2.610 2.627 -1.464
20 H 2.236 3.083 1.054
21 H 0.293 2.302 3.186
22 H -1.436 0.731 3.204

As for the spin multiplicity: 1. The calculation puts the gap between HOMO and LUMO at 8.18 eV. The HOMO energy comes out at -7.342 eV. The LUMO energy is 0.84 eV.

---

*2*
C9H10N2O | the ωB97M-V functional and the def2-TZVPD basis

Cartesian coordinates (Å):
1 C -0.197 -0.666 -2.983
2 C -0.121 0.450 -2.359
3 N 0.050 1.377 -1.554
4 C -0.203 2.707 -0.895
5 O -0.400 3.641 -1.631
6 C -0.196 2.704 0.541
7 C -0.014 1.723 1.442
8 N -0.149 0.469 1.144
9 C 0.370 -0.608 0.836
10 C 1.813 -0.983 0.975
11 C -0.554 -1.756 0.586
12 C -1.788 -2.053 1.003
13 H -0.019 -1.572 -2.468
14 H -0.374 -0.643 -4.054
15 H -0.205 3.753 0.841
16 H -0.058 1.803 2.564
17 H 2.055 -1.951 0.523
18 H 2.030 -1.105 2.030
19 H 2.570 -0.185 0.934
20 H 0.048 -2.598 0.265
21 H -2.102 -3.130 0.836
22 H -2.556 -1.377 1.425

As for the spin multiplicity: 1. The calculation puts the gap between HOMO and LUMO at 8.21 eV. The HOMO energy comes out at -8.224 eV. The LUMO energy is -0.01 eV.

---

The most stable of them is *1*.

---

*1*
C9H10N2O | the ωB97M-V functional and the def2-TZVPD basis

Cartesian coordinates (Å):
1 N 3.008 -1.240 0.081
2 C 1.721 -0.670 0.376
3 C 0.600 -1.377 -0.399
4 C -0.724 -0.711 -0.195
5 C -1.929 -1.422 -0.063
6 C -3.123 -0.732 0.134
7 C -3.119 0.664 0.178
8 C -1.931 1.366 0.056
9 C -0.723 0.678 -0.131
10 N 0.495 1.371 -0.192
11 C 1.727 0.824 0.024
12 O 2.743 1.498 -0.015
13 H 3.289 -1.917 0.780
14 H 3.716 -0.513 0.067
15 H 1.500 -0.706 1.467
16 H 0.568 -2.443 -0.120
17 H 0.846 -1.308 -1.472
18 H -1.894 -2.512 -0.100
19 H -4.059 -1.282 0.289
20 H -4.030 1.241 0.346
21 H -1.915 2.441 0.102
22 H 0.511 2.379 -0.336

As for the spin multiplicity: 1. The calculation puts the gap between HOMO and LUMO at 9.46 eV. The HOMO energy comes out at -8.603 eV. The LUMO energy is 0.86 eV.

---

*2*
C9H10N2O | the ωB97M-V functional and the def2-TZVPD basis

Cartesian coordinates (Å):
1 C -2.622 -1.753 -0.593
2 C -1.457 -1.551 -0.640
3 C -0.095 -0.971 -0.326
4 C 0.293 0.083 -1.057
5 C 1.544 0.601 -0.966
6 C 2.421 0.188 0.072
7 C 3.687 0.978 0.279
8 C 2.022 -0.792 0.878
9 C 0.762 -1.420 0.659
10 H -3.659 -1.913 -0.548
11 H -0.216 0.331 -1.954
12 H 1.766 1.592 -1.523
13 H 4.190 0.611 1.109
14 H 4.292 0.872 -0.711
15 H 3.638 2.045 0.219
16 H 2.543 -1.090 1.863
17 H 0.486 -2.191 1.297
18 H -5.140 1.927 0.195
19 N -5.116 0.840 0.175
20 N -4.049 0.262 0.190
21 O -2.971 1.035 0.560
22 H -2.320 0.317 0.823

As for the spin multiplicity: 1. The calculation puts the gap between HOMO and LUMO at 9.78 eV. The HOMO energy comes out at -8.935 eV. The LUMO energy is 0.85 eV.

---

The most stable of them is *1*.

---

*1*
C31H31F6N7PPbS3 | the ωB97M-V functional and the def2-TZVPD basis

Cartesian coordinates (Å):
1 Pb -0.441 0.648 0.284
2 S 1.499 4.855 1.071
3 C 2.888 3.875 0.719
4 C 4.228 4.249 0.652
5 C 5.151 3.270 0.349
6 C 4.758 1.944 0.123
7 C 3.433 1.572 0.190
8 C 2.491 2.557 0.486
9 N 1.120 2.380 0.582
10 C 0.490 3.482 0.884
11 C -0.974 3.504 1.008
12 C -1.673 4.647 1.382
13 C -3.057 4.618 1.472
14 C -3.757 3.455 1.191
15 C -3.082 2.295 0.817
16 C -1.709 2.350 0.735
17 H 4.535 5.270 0.833
18 H 6.199 3.531 0.291
19 H 5.512 1.201 -0.100
20 H 3.125 0.545 0.037
21 H -1.137 5.562 1.605
22 H -3.590 5.513 1.762
23 H -4.837 3.443 1.249
24 H -3.628 1.397 0.570
25 S 0.552 -1.573 -0.253
26 C 0.788 -1.374 -1.965
27 N 0.821 -2.317 -2.849
28 N 0.348 -3.509 -2.496
29 C 0.463 -4.583 -3.305
30 C 1.239 -4.532 -4.490
31 C 1.325 -5.657 -5.265
32 C 0.656 -6.830 -4.889
33 C -0.113 -6.880 -3.720
34 C -0.215 -5.770 -2.925
35 N 1.100 -0.126 -2.557
36 N 0.650 0.862 -1.981
37 C 0.928 2.122 -2.571
38 C 2.105 2.339 -3.282
39 C 2.341 3.597 -3.804
40 C 1.405 4.611 -3.634
41 C 0.225 4.376 -2.937
42 C -0.014 3.129 -2.388
43 H -0.272 -3.556 -1.685
44 H 1.737 -3.612 -4.758
45 H 1.908 -5.642 -6.175
46 H 0.731 -7.710 -5.514
47 H -0.628 -7.791 -3.450
48 H -0.812 -5.778 -2.022
49 H 2.822 1.538 -3.400
50 H 3.255 3.789 -4.350
51 H 1.593 5.590 -4.053
52 H -0.511 5.162 -2.832
53 H -0.945 2.918 -1.876
54 F -2.522 -0.819 0.130
55 P -3.142 -1.059 -1.440
56 F -4.108 0.187 -1.208
57 F -1.929 -0.010 -1.900
58 F -3.592 -1.245 -2.931
59 F -2.054 -2.265 -1.578
60 F -4.192 -2.070 -0.836
61 C 0.046 -3.109 5.991
62 C 0.391 -3.343 4.527
63 N 0.692 -2.102 3.807
64 C -0.195 -1.201 3.397
65 S 0.442 0.305 2.797
66 N -1.489 -1.464 3.480
67 C -2.585 -0.508 3.293
68 C -2.856 0.312 4.542
69 H -0.161 -4.061 6.479
70 H -0.832 -2.472 6.108
71 H 0.878 -2.635 6.510
72 H -0.407 -3.873 4.001
73 H 1.274 -3.973 4.435
74 H 1.656 -1.825 3.718
75 H -1.749 -2.344 3.903
76 H -3.457 -1.089 2.995
77 H -2.344 0.139 2.455
78 H -3.125 -0.327 5.384
79 H -3.687 0.994 4.362
80 H -1.980 0.902 4.814

The expectation value of S² is 0.7983. As for the spin multiplicity: 2. The calculation puts the gap between HOMO and LUMO (spin up / spin down) at 7.19 / 5.58 eV. The HOMO energy (spin up / spin down) comes out at -13.736 / -13.753 eV. The charge is +2. The LUMO energy (spin up / spin down) is -6.55 / -8.17 eV.

---

*2*
C31H31F6N7PPbS3 | the ωB97M-V functional and the def2-TZVPD basis

Cartesian coordinates (Å):
1 Pb -0.457 0.583 0.370
2 S 2.819 1.335 3.684
3 C 3.487 -0.022 2.832
4 C 4.718 -0.647 3.024
5 C 5.019 -1.726 2.219
6 C 4.115 -2.174 1.245
7 C 2.902 -1.549 1.057
8 C 2.585 -0.460 1.866
9 N 1.402 0.281 1.855
10 C 1.395 1.229 2.738
11 C 0.231 2.124 2.885
12 C 0.078 2.997 3.961
13 C -1.040 3.817 4.045
14 C -2.023 3.783 3.064
15 C -1.898 2.916 1.979
16 C -0.784 2.114 1.945
17 H 5.414 -0.288 3.771
18 H 5.968 -2.231 2.342
19 H 4.377 -3.025 0.630
20 H 2.225 -1.875 0.275
21 H 0.837 3.023 4.736
22 H -1.141 4.493 4.885
23 H -2.886 4.435 3.127
24 H -2.658 2.891 1.205
25 S -1.391 -1.446 1.680
26 C -0.568 -2.680 0.787
27 N -0.260 -3.878 1.272
28 N -0.506 -4.081 2.527
29 C -0.266 -5.285 3.154
30 C 0.275 -6.378 2.454
31 C 0.468 -7.557 3.132
32 C 0.133 -7.656 4.487
33 C -0.383 -6.559 5.177
34 C -0.589 -5.371 4.519
35 N -0.252 -2.575 -0.543
36 N -0.168 -1.479 -1.124
37 C -0.224 -1.519 -2.521
38 C -0.726 -2.663 -3.169
39 C -0.782 -2.688 -4.542
40 C -0.361 -1.577 -5.276
41 C 0.142 -0.451 -4.634
42 C 0.217 -0.416 -3.257
43 H -0.913 -3.325 3.085
44 H 0.520 -6.277 1.405
45 H 0.882 -8.410 2.611
46 H 0.271 -8.596 5.004
47 H -0.622 -6.642 6.229
48 H -1.003 -4.512 5.038
49 H -1.064 -3.503 -2.577
50 H -1.142 -3.572 -5.051
51 H -0.416 -1.601 -6.358
52 H 0.493 0.396 -5.209
53 H 0.662 0.427 -2.761
54 F 1.305 2.610 0.005
55 P 2.566 2.117 -0.997
56 F 3.648 1.525 -1.968
57 F 1.543 2.354 -2.254
58 F 3.072 3.603 -1.107
59 F 3.431 1.820 0.295
60 F 1.854 0.586 -0.851
61 C -0.237 5.217 -3.400
62 C -0.758 5.088 -1.973
63 N -0.987 3.686 -1.579
64 C -2.028 2.961 -1.929
65 S -2.171 1.257 -1.538
66 N -3.036 3.531 -2.575
67 C -4.272 2.866 -3.027
68 C -4.116 2.202 -4.387
69 H -0.105 6.269 -3.654
70 H -0.926 4.774 -4.124
71 H 0.728 4.718 -3.492
72 H -1.680 5.653 -1.824
73 H -0.025 5.473 -1.268
74 H -0.171 3.205 -1.237
75 H -2.896 4.480 -2.886
76 H -5.048 3.627 -3.054
77 H -4.554 2.134 -2.275
78 H -3.902 2.938 -5.164
79 H -5.039 1.685 -4.651
80 H -3.306 1.470 -4.368

The expectation value of S² is 0.8392. As for the spin multiplicity: 2. The calculation puts the gap between HOMO and LUMO (spin up / spin down) at 6.16 / 5.14 eV. The HOMO energy (spin up / spin down) comes out at -13.508 / -13.529 eV. The charge is +2. The LUMO energy (spin up / spin down) is -7.35 / -8.39 eV.

---

The most stable of them is *1*.

---

*1*
C5H10N2P | the ωB97M-V functional and the def2-TZVPD basis

Cartesian coordinates (Å):
1 C -1.190 1.261 -0.777
2 C 0.667 0.531 0.376
3 C 0.227 -0.827 0.556
4 C 1.993 1.001 0.931
5 C 0.193 -1.434 -0.797
6 N 0.117 1.352 -0.538
7 N -2.015 0.640 0.181
8 P -1.504 -0.549 1.281
9 H -1.604 1.840 -1.550
10 H 0.641 -1.401 1.336
11 H 2.608 1.125 0.054
12 H 2.530 0.298 1.616
13 H 1.966 1.809 1.593
14 H -0.758 -1.091 -1.268
15 H 0.306 -2.514 -0.878
16 H 0.850 -0.880 -1.439
17 H -3.046 0.854 0.248
18 H -1.982 -2.016 -0.926

As for the spin multiplicity: 1. The calculation puts the gap between HOMO and LUMO (spin up / spin down) at 7.62 / 7.12 eV. The HOMO energy (spin up / spin down) comes out at -12.958 / -13.604 eV. The charge is +1. The LUMO energy (spin up / spin down) is -5.34 / -6.48 eV.

---

*2*
C5H10N2P | the ωB97M-V functional and the def2-TZVPD basis

Cartesian coordinates (Å):
1 C -0.531 -1.862 -0.427
2 C -0.671 0.465 -0.574
3 C 0.363 0.840 0.394
4 C -1.572 1.480 -1.130
5 C 1.843 0.484 0.056
6 N -0.769 -0.747 -1.042
7 N -0.481 -1.879 0.876
8 P -0.333 -0.365 1.904
9 H -0.414 -2.823 -0.901
10 H 0.237 1.893 0.670
11 H -2.650 1.112 -1.314
12 H -1.009 1.659 -2.044
13 H -1.660 2.391 -0.470
14 H 1.994 1.007 -0.842
15 H 2.111 -0.713 0.097
16 H 2.603 0.931 0.729
17 H -0.447 -2.842 1.343
18 H 1.387 -1.032 2.674

As for the spin multiplicity: 1. The calculation puts the gap between HOMO and LUMO at 8.00 eV. The HOMO energy comes out at -13.497 eV. The charge is +1. The LUMO energy is -5.50 eV.

---

The most stable of them is *2*.

---

*1*
C3H9N2O | the ωB97M-V functional and the def2-TZVPD basis

Cartesian coordinates (Å):
1 C 1.045 1.189 -0.073
2 C 2.098 0.095 -0.333
3 C 0.661 -0.177 -0.374
4 N -2.906 -0.242 0.253
5 N -0.350 -0.936 -0.316
6 O 2.797 -0.477 0.703
7 H 0.849 1.521 0.940
8 H 0.946 1.980 -0.800
9 H 2.628 0.170 -1.280
10 H -3.039 0.615 0.774
11 H -3.292 -1.006 0.799
12 H -3.443 -0.178 -0.606
13 H -0.225 -1.941 -0.440
14 H -1.411 -0.583 -0.087
15 H 3.643 -0.031 0.840

The expectation value of S² is 2.0063. As for the spin multiplicity: 3. The calculation puts the gap between HOMO and LUMO (spin up / spin down) at 7.55 / 5.78 eV. The HOMO energy (spin up / spin down) comes out at -10.303 / -14.643 eV. The charge is +1. The LUMO energy (spin up / spin down) is -2.75 / -8.86 eV.

---

*2*
C3H9N2O | the ωB97M-V functional and the def2-TZVPD basis

Cartesian coordinates (Å):
1 C -0.469 -1.223 0.145
2 C 2.461 -0.231 0.361
3 C -1.640 -0.434 -0.152
4 N 1.302 -0.150 -0.560
5 N -1.485 1.088 -0.006
6 O 0.953 0.981 -0.943
7 H -0.550 -2.255 0.099
8 H 2.352 -1.187 0.852
9 H 2.384 0.625 1.044
10 H 3.377 -0.201 -0.334
11 H -2.323 -0.834 0.657
12 H -2.094 -0.642 -1.242
13 H -0.561 1.298 -0.396
14 H -1.525 1.470 1.014
15 H -2.183 1.694 -0.540

The expectation value of S² is 2.1050. As for the spin multiplicity: 3. The calculation puts the gap between HOMO and LUMO (spin up / spin down) at 7.97 / 8.32 eV. The HOMO energy (spin up / spin down) comes out at -12.447 / -13.804 eV. The charge is +1. The LUMO energy (spin up / spin down) is -4.47 / -5.48 eV.

---

The most stable of them is *1*.